[1]
Computed, not measured: a cluster of 2 separate species, C5H8FIN2 in total at a distorted geometry, with ωB97M-V with the def2-TZVPD basis set.

Computed properties:
highest occupied orbital energy: -9.1 eV
gap between HOMO and LUMO: 9.412 eV
energy above the lowest of the compared OMol25 structures with the same formula, charge and spin: 26.99 kcal/mol
molecular weight: 242.03 g mol⁻¹
multiplicity: 1
structure (SMILES): C/C(F)=C/I.C=C=NN

Last column: natural (NBO) charge in e.
Positions of all 17 atoms, in Å:
1 C -0.517 0.189 -1.866  -0.698
2 C -0.319 1.340 -0.914  0.375
3 F -1.528 1.723 -0.442  -0.332
4 C 0.823 1.924 -0.641  -0.441
5 I 0.734 3.641 0.662  0.131
6 H -0.708 0.590 -2.928  0.241
7 H 0.471 -0.447 -1.934  0.255
8 H -1.353 -0.479 -1.522  0.225
9 H 1.720 1.575 -1.121  0.244
10 C 2.593 -0.010 1.492  -0.608
11 C 1.845 -0.812 0.768  0.349
12 N 1.235 -1.519 0.018  -0.308
13 N 0.006 -2.243 0.384  -0.656
14 H 3.333 -0.454 2.119  0.241
15 H 2.299 1.092 1.402  0.250
16 H -0.613 -2.073 -0.431  0.372
17 H -0.342 -2.049 1.293  0.360

[2]
Computed, not measured: an isolated molecule of C5H8FN at a distorted geometry, with ωB97M-V with the def2-TZVPD basis set.

Computed properties:
highest occupied orbital energy: -8.7 eV
gap between HOMO and LUMO: 9.620 eV
energy above the lowest of the compared OMol25 structures with the same formula, charge and spin: 24.74 kcal/mol
molecular weight: 101.12 g mol⁻¹
multiplicity: 1
structure (SMILES): C=C(F)/C=C/CN

Last column: natural (NBO) charge in e.
Positions of all 15 atoms, in Å:
1 C 0.560 -1.513 2.744  -0.470
2 C -0.071 -0.728 1.903  0.383
3 F -1.308 -0.358 2.260  -0.333
4 C 0.418 -0.352 0.577  -0.279
5 C -0.260 0.359 -0.349  -0.142
6 C 0.199 0.662 -1.723  -0.261
7 N -0.899 1.028 -2.603  -0.833
8 H 0.145 -1.770 3.691  0.212
9 H 1.499 -1.914 2.564  0.202
10 H 1.527 -0.495 0.500  0.215
11 H -1.288 0.635 -0.142  0.208
12 H 0.932 1.517 -1.638  0.175
13 H 0.700 -0.206 -2.144  0.206
14 H -0.641 1.401 -3.493  0.365
15 H -1.512 1.735 -2.148  0.352